(1)
{"formula": "C32H64NO18S6", "method": "ωB97M-V/def2-TZVPD", "symbols": ["N", "H", "H", "H", "H", "C", "C", "C", "O", "C", "O", "O", "H", "H", "H", "H", "H", "H", "C", "C", "C", "O", "C", "O", "O", "H", "H", "H", "H", "H", "H", "C", "C", "C", "S", "O", "O", "C", "H", "H", "H", "H", "H", "H", "H", "H", "C", "C", "C", "S", "O", "O", "C", "H", "H", "H", "H", "H", "H", "H", "H", "C", "C", "C", "S", "O", "O", "C", "H", "H", "H", "H", "H", "H", "H", "H", "C", "C", "C", "S", "O", "O", "C", "H", "H", "H", "H", "H", "H", "H", "H", "C", "C", "C", "S", "O", "O", "C", "H", "H", "H", "H", "H", "H", "H", "H", "C", "C", "C", "S", "O", "O", "C", "H", "H", "H", "H", "H", "H", "H", "H"], "xyz": [[-17.76361, 0.39470, 15.08556], [-18.02390, 0.96211, 14.27750], [-18.50677, -0.10449, 15.27847], [-17.65235, 1.16309, 15.87422], [-17.20889, -0.24504, 15.09983], [-21.94474, -5.50207, 17.67282], [-22.18124, -4.86426, 16.25951], [-23.45116, -3.94611, 16.18889], [-22.89504, -2.84021, 15.66650], [-21.59950, -2.92913, 15.49623], [-20.83614, -1.92815, 15.15001], [-21.13274, -4.10874, 15.72995], [-20.86595, -5.96387, 17.78205], [-22.48425, -6.38161, 17.76859], [-22.23975, -4.75338, 18.39219], [-22.24231, -5.66185, 15.58777], [-24.08093, -3.64668, 16.99751], [-24.16744, -4.35872, 15.51435], [-17.91181, 4.83771, 9.59706], [-19.10511, 4.58039, 10.60931], [-19.42502, 3.03086, 10.49514], [-19.11883, 2.52184, 11.81995], [-18.77112, 3.56792, 12.64029], [-18.41525, 3.29365, 13.78776], [-18.67751, 4.73170, 11.99992], [-17.17844, 4.00281, 9.81405], [-17.49318, 5.74421, 9.86335], [-18.30891, 4.99100, 8.66390], [-19.98600, 5.16405, 10.54106], [-18.76749, 2.63599, 9.88945], [-20.33409, 2.87268, 10.16463], [-21.35916, -1.12428, 19.06215], [-20.97119, -0.12802, 20.16789], [-20.94410, 1.23123, 19.46054], [-21.41255, 1.21460, 17.81305], [-20.21480, 0.96916, 17.02524], [-22.41951, 2.17039, 17.54848], [-22.13939, -0.38461, 18.12818], [-21.65011, -2.16157, 19.38965], [-20.40127, -1.40498, 18.51911], [-20.29917, -0.45810, 20.97572], [-21.92314, -0.16124, 20.61560], [-19.93305, 1.79334, 19.52121], [-21.60309, 1.88127, 20.00202], [-22.35322, -0.76154, 17.18880], [-23.14919, 0.05041, 18.64516], [-15.58985, -4.65230, 15.14962], [-15.30628, -4.35152, 13.67455], [-16.57186, -3.79489, 12.99113], [-17.82310, -3.87385, 14.17401], [-19.05409, -4.26512, 13.48480], [-17.74972, -2.65141, 15.02409], [-17.07648, -5.14514, 15.14786], [-15.60113, -3.64838, 15.88463], [-14.80521, -5.35435, 15.57847], [-14.87696, -5.32792, 13.25296], [-14.24532, -3.80507, 13.50005], [-16.73783, -4.19218, 12.12997], [-16.21665, -3.05065, 12.68584], [-17.19876, -6.18465, 14.76731], [-17.58865, -5.09278, 16.10329], [-14.34853, 3.49460, 19.07676], [-15.09459, 2.36624, 19.66623], [-16.11153, 1.83622, 18.80523], [-16.68732, 3.27592, 17.92216], [-17.95186, 3.60627, 18.41937], [-16.38949, 3.06008, 16.49617], [-15.47764, 4.45735, 18.39011], [-13.72549, 3.32055, 18.18995], [-13.98913, 4.15850, 19.65973], [-15.37802, 2.71318, 20.58122], [-14.35646, 1.56141, 19.94161], [-17.09843, 1.55556, 19.32865], [-15.67314, 1.12215, 18.21068], [-15.90691, 5.06471, 19.18923], [-15.25850, 5.30599, 17.63570], [-11.35578, -1.32977, 16.67879], [-11.83925, -1.80316, 15.19054], [-12.39513, -0.65324, 14.45257], [-13.13430, 0.39750, 15.69807], [-14.57264, 0.08967, 15.46417], [-12.56394, 1.69254, 15.56483], [-12.52599, -0.44903, 17.14412], [-10.35905, -0.85634, 16.51464], [-11.09435, -2.20143, 17.51747], [-12.72316, -2.35597, 15.62530], [-10.93870, -2.61546, 14.77940], [-12.93823, -0.87726, 13.47586], [-11.50957, 0.01841, 14.07010], [-13.31090, -0.96960, 17.62831], [-12.28696, 0.17610, 17.93077], [-20.79553, -0.97189, 9.42959], [-21.16360, -2.39816, 9.84570], [-20.39519, -2.69029, 11.15587], [-18.90756, -1.67616, 11.12253], [-17.99140, -2.41687, 10.28418], [-18.57833, -1.27243, 12.42423], [-19.69971, -0.28793, 10.30744], [-21.59986, -0.37806, 9.57248], [-20.55083, -0.97261, 8.50838], [-20.62754, -3.01090, 9.13989], [-22.12512, -2.59959, 9.90478], [-20.22089, -3.66391, 11.29810], [-20.82078, -2.08900, 12.07750], [-18.97857, 0.20028, 9.84329], [-20.07146, 0.36469, 11.00841], [-17.64583, -2.81819, 20.74423], [-18.40480, -3.76591, 19.66417], [-17.47144, -3.75070, 18.43461], [-16.73627, -2.09238, 18.46393], [-17.44512, -1.20870, 17.48297], [-15.32032, -2.16845, 18.59204], [-17.24998, -1.48900, 19.96526], [-16.69963, -3.29867, 21.05828], [-18.14119, -2.56968, 21.46743], [-19.38432, -3.31381, 19.57500], [-18.40929, -4.90063, 19.78878], [-18.23736, -3.92324, 17.50932], [-16.71611, -4.27056, 18.39567], [-18.07240, -0.85801, 19.98674], [-16.58389, -1.00465, 20.60250]], "homo_ha": -0.434, "total_charge": 1, "gap_ev": 10.220, "fmax_ha_per_bohr": 0.2962}

(2)
{"formula": "C32H64O16S8", "method": "ωB97M-V/def2-TZVPD", "symbols": ["O", "S", "O", "C", "C", "C", "C", "H", "H", "H", "H", "H", "H", "H", "H", "O", "S", "O", "C", "C", "C", "C", "H", "H", "H", "H", "H", "H", "H", "H", "O", "S", "O", "C", "C", "C", "C", "H", "H", "H", "H", "H", "H", "H", "H", "O", "S", "O", "C", "C", "C", "C", "H", "H", "H", "H", "H", "H", "H", "H", "O", "S", "O", "C", "C", "C", "C", "H", "H", "H", "H", "H", "H", "H", "H", "O", "S", "O", "C", "C", "C", "C", "H", "H", "H", "H", "H", "H", "H", "H", "O", "S", "O", "C", "C", "C", "C", "H", "H", "H", "H", "H", "H", "H", "H", "O", "S", "O", "C", "C", "C", "C", "H", "H", "H", "H", "H", "H", "H", "H"], "xyz": [[-5.38011, -20.47898, -20.07322], [-4.02577, -20.34914, -20.55222], [-3.62028, -19.32615, -21.49442], [-2.96672, -20.34929, -19.08828], [-2.03626, -21.51461, -19.09678], [-2.69105, -22.67731, -19.87243], [-3.30093, -21.97358, -21.08983], [-3.66198, -20.43035, -18.25337], [-2.60734, -19.32260, -19.15240], [-1.10409, -21.29437, -19.62264], [-1.83331, -21.79699, -18.06380], [-3.52116, -23.10275, -19.30120], [-1.96596, -23.44046, -20.13332], [-4.09393, -22.42680, -21.68616], [-2.46186, -21.77171, -21.76025], [-7.78905, -10.48126, -17.53786], [-6.39600, -10.15755, -17.76606], [-5.87900, -8.81078, -17.55334], [-5.35159, -11.23206, -16.75527], [-4.16297, -11.56606, -17.66018], [-4.65752, -11.74732, -19.11041], [-5.85063, -10.79528, -19.36194], [-5.91850, -12.12510, -16.49968], [-5.07465, -10.60947, -15.90944], [-3.51394, -10.68495, -17.67160], [-3.60879, -12.41887, -17.27572], [-4.99561, -12.77991, -19.20694], [-3.82376, -11.64385, -19.80208], [-6.63250, -11.45381, -19.73530], [-5.61716, -9.95160, -20.00555], [-3.24641, -17.26234, -25.19738], [-3.18492, -15.93944, -25.78680], [-4.36272, -15.17078, -26.13656], [-2.09965, -14.84780, -24.80388], [-1.48369, -13.94515, -25.85801], [-1.01927, -14.89982, -26.97238], [-2.07179, -15.99305, -27.23285], [-1.35179, -15.38577, -24.23047], [-2.79716, -14.31888, -24.15159], [-2.17630, -13.16880, -26.18030], [-0.59086, -13.44249, -25.48499], [-0.09091, -15.35032, -26.60453], [-0.66524, -14.35282, -27.84745], [-1.63647, -16.98534, -27.31942], [-2.60210, -15.78214, -28.15979], [-0.03264, -17.81813, -21.28529], [0.17486, -18.83339, -22.29408], [-0.16691, -20.22496, -22.10600], [-0.50341, -18.21489, -23.87237], [0.39200, -18.80629, -24.97056], [1.78867, -19.23806, -24.39171], [1.88761, -18.76313, -22.95920], [-0.23327, -17.15874, -23.83652], [-1.57549, -18.38084, -23.82534], [-0.10690, -19.69433, -25.36694], [0.37077, -18.15082, -25.84222], [2.65290, -19.02033, -25.01044], [1.67341, -20.32036, -24.33058], [2.18056, -17.73880, -22.73856], [2.41272, -19.51472, -22.36849], [0.91648, -15.00256, -23.37707], [1.14368, -14.11298, -22.25193], [0.15796, -13.17337, -21.77627], [1.69416, -15.03746, -20.80198], [2.56948, -14.10515, -19.98284], [3.43758, -13.26043, -20.99749], [2.76475, -13.29960, -22.37936], [2.20334, -15.91150, -21.21298], [0.74735, -15.39726, -20.39575], [1.88900, -13.35978, -19.55995], [3.01301, -14.59294, -19.12089], [4.43524, -13.70052, -21.01616], [3.61919, -12.25270, -20.62924], [3.41310, -13.95028, -22.96841], [2.67887, -12.36976, -22.93793], [-6.18948, -13.39068, -21.78524], [-6.12586, -12.78084, -23.08226], [-4.86289, -12.30704, -23.65212], [-7.04258, -13.83304, -24.28728], [-8.51225, -13.41507, -24.15978], [-8.64026, -12.22380, -23.20857], [-7.34215, -11.44058, -23.14654], [-6.86295, -14.89563, -24.14965], [-6.63256, -13.52539, -25.24742], [-8.81564, -13.13312, -25.17086], [-9.15361, -14.22234, -23.81384], [-8.84972, -12.64453, -22.21980], [-9.48300, -11.56382, -23.41892], [-7.25896, -10.80340, -22.26899], [-7.18832, -10.83051, -24.03669], [-8.96260, -14.36982, -19.98618], [-9.10115, -15.61357, -20.73668], [-8.13247, -16.07203, -21.72237], [-9.33167, -16.87389, -19.43365], [-10.50574, -17.70833, -19.89155], [-11.54412, -16.78988, -20.54860], [-10.78054, -15.78060, -21.43131], [-9.75006, -16.25847, -18.63531], [-8.44378, -17.42869, -19.15380], [-10.24281, -18.45822, -20.64782], [-10.84158, -18.33644, -19.06354], [-12.14937, -16.26306, -19.80943], [-12.24302, -17.34570, -21.17146], [-11.30719, -14.82910, -21.48471], [-10.65448, -16.10170, -22.46498], [-3.80510, -17.56969, -18.28827], [-3.86165, -16.27332, -18.95006], [-4.21224, -15.03067, -18.29717], [-2.34294, -15.95632, -19.89970], [-2.78041, -15.20613, -21.14113], [-3.94684, -16.04671, -21.64032], [-4.91381, -16.40952, -20.49271], [-2.05326, -16.98919, -20.11878], [-1.55792, -15.53342, -19.27509], [-3.07669, -14.20806, -20.79789], [-1.97167, -15.06051, -21.85392], [-3.42045, -16.94140, -21.98802], [-4.50633, -15.68258, -22.50158], [-5.27780, -17.42616, -20.56869], [-5.59063, -15.57872, -20.30336]], "homo_ha": -0.345, "gap_ev": 9.458, "smiles": "O=S1(=O)CCCC1.O=S1(=O)CCCC1.O=S1(=O)CCCC1.O=S1(=O)CCCC1.O=S1(=O)CCCC1.O=S1(=O)CCCC1.O=S1(=O)CCCC1.O=S1(=O)CCCC1", "fmax_ha_per_bohr": 0.0568}